# C3H4F4

A 2-piece molecular cluster, C3H4F4 overall in a non-equilibrium geometry (ωB97M-V/def2-TZVPD, the Open Molecules 2025 dataset).

As for the charge: 0. As for the energy above the lowest of the compared OMol25 structures with the same formula, charge and spin: 50.1 kJ/mol. The calculation puts the gap between HOMO and LUMO (alpha / beta) at 8.035 / 12.289 eV. As for the multiplicity: 3. The calculation puts the molar mass at 116.1 g/mol. As for the total energy: -14040.6653 eV. The strongest force on any atom comes out at 3.111 eV/Å.

XYZ file:
```
11
Properties=species:S:1:pos:R:3:forces:R:3
C -1.0049 1.1459 -0.0993 0.178 -2.051 0.971
C 1.3475 -1.0855 -0.4928 1.552 -1.385 -0.567
C -0.4636 0.0054 0.7854 -3.057 0.566 0.101
F 1.4168 -0.3474 -1.5791 0.337 1.205 -0.415
F 2.4141 -0.8649 0.3319 -1.374 -0.644 -1.109
F -0.0985 0.0086 2.0547 0.485 1.369 0.514
F -1.3470 -1.0025 0.7277 0.003 -1.053 -0.684
H -0.7107 2.0252 0.3320 0.914 2.527 0.911
H -2.1022 1.1880 -0.2140 0.510 -0.532 0.003
H -0.4517 0.9951 -1.0049 -0.268 0.282 -0.859
H 1.0003 -2.0679 -0.8416 0.720 -0.285 1.134
```
Positions in Å, forces in eV/Å.

Mulliken atomic charge list, values in e, 4 entries:
1 C -0.83
2 C 0.16
3 C 0.52
4 F -0.22